{
  "formula": "C5H11O4Pm",
  "method": "ωB97M-V/def2-TZVPD",
  "symbols": ["O", "Pm", "O", "C", "C", "O", "C", "H", "H", "H", "H", "H", "H", "C", "O", "C", "H", "H", "H", "H", "H"],
  "xyz": [[0.775, 1.198, -0.709], [2.381, 2.564, 0.452], [3.413, 0.925, 0.638], [3.307, -0.073, -0.319], [2.036, -0.899, -0.168], [0.884, -0.021, 0.123], [-0.388, -0.734, 0.142], [4.129, -0.810, -0.242], [3.347, 0.318, -1.353], [2.070, -1.545, 0.716], [1.804, -1.477, -1.072], [-0.219, -1.549, 0.853], [-0.547, -1.128, -0.870], [-1.523, 0.161, 0.565], [-2.338, 0.462, -0.519], [-3.712, 0.443, -0.204], [-1.078, 1.137, 0.980], [-2.095, -0.298, 1.391], [-4.254, 0.761, -1.103], [-4.021, -0.575, 0.089], [-3.970, 1.141, 0.609]],
  "multiplicity": 5,
  "total_charge": 2,
  "orbital_gap_ev": [4.873, 6.548],
  "largest_force_ha_per_bohr": 0.0482,
  "s2": 6.009
}

{
  "formula": "C5H11O6",
  "method": "ωB97M-V/def2-TZVPD",
  "symbols": ["C", "C", "C", "O", "C", "O", "C", "O", "O", "H", "H", "H", "H", "H", "H", "H", "H", "H", "H", "O", "O", "H"],
  "xyz": [[-2.420, 0.927, -0.443], [-1.231, 0.094, -0.078], [-0.570, 0.506, 1.218], [0.581, -0.348, 1.403], [1.342, -0.045, 2.491], [1.098, 0.899, 3.234], [2.500, -0.979, 2.697], [-0.149, 0.142, -1.033], [-0.781, -0.235, -2.278], [-3.184, 0.837, 0.337], [-2.123, 1.978, -0.482], [-2.831, 0.604, -1.396], [-1.555, -0.952, 0.014], [-0.278, 1.569, 1.171], [-1.225, 0.370, 2.095], [2.545, -1.767, 1.932], [3.423, -0.401, 2.684], [2.394, -1.425, 3.685], [0.068, -0.351, -2.805], [0.970, -0.753, -3.804], [0.384, -0.190, -4.992], [1.045, -0.479, -5.651]],
  "de_lowest_ev": 0.5113,
  "multiplicity": 2,
  "orbital_gap_ev": [9.217, 6.165],
  "largest_force_ha_per_bohr": 0.0920,
  "s2": 0.755
}

{
  "formula": "C5H11OPS",
  "method": "ωB97M-V/def2-TZVPD",
  "symbols": ["C", "C", "C", "C", "C", "O", "P", "S", "H", "H", "H", "H", "H", "H", "H", "H", "H", "H", "H"],
  "xyz": [[-0.432, -0.672, -1.302], [-0.791, -0.833, -2.738], [2.120, 0.682, 1.991], [-1.321, -1.978, -3.216], [0.682, 1.094, 2.264], [-2.056, 1.225, 1.940], [-0.690, 0.344, 1.322], [-0.726, 1.052, -0.656], [-1.171, -1.266, -0.677], [0.618, -1.031, -0.968], [-0.529, -0.143, -3.515], [2.810, 0.907, 2.894], [2.168, -0.406, 1.950], [2.535, 1.239, 1.250], [-1.492, -2.231, -4.279], [-1.614, -2.736, -2.521], [0.399, 2.204, 2.159], [0.518, 0.900, 3.275], [-2.473, 1.631, 1.248]],
  "de_lowest_ev": 2.1227,
  "smiles": "C=CCSP(O)CC",
  "orbital_gap_ev": 9.220,
  "largest_force_ha_per_bohr": 0.0937
}

{
  "formula": "C5H11OS",
  "method": "ωB97M-V/def2-TZVPD",
  "symbols": ["C", "C", "C", "S", "H", "H", "H", "H", "H", "H", "H", "O", "C", "C", "H", "H", "H", "H"],
  "xyz": [[0.446, -1.505, -1.456], [0.953, -0.119, -1.813], [1.825, 0.517, -0.734], [1.031, 0.657, 0.908], [1.288, -2.185, -1.311], [-0.156, -1.902, -2.280], [-0.170, -1.455, -0.566], [1.517, -0.151, -2.753], [0.104, 0.548, -1.976], [2.126, 1.513, -1.064], [2.747, -0.060, -0.606], [-2.136, -0.700, 0.766], [-1.455, -0.181, 1.633], [-1.758, 1.211, 2.146], [-0.838, -0.811, 2.292], [-1.900, 1.895, 1.314], [-0.948, 1.588, 2.768], [-2.677, 1.138, 2.730]],
  "de_lowest_ev": 0.3477,
  "total_charge": -1,
  "orbital_gap_ev": 6.775,
  "largest_force_ha_per_bohr": 0.0157
}

{
  "formula": "C5H11OS",
  "method": "ωB97M-V/def2-TZVPD",
  "symbols": ["C", "O", "C", "C", "C", "S", "C", "H", "H", "H", "H", "H", "H", "H", "H", "H", "H", "H"],
  "xyz": [[-2.720, 0.014, 0.757], [-3.610, -0.998, 0.782], [-1.671, -0.334, -0.354], [-0.479, 0.674, -0.422], [0.711, 0.575, 0.473], [2.638, -0.093, 1.141], [3.133, -0.413, -0.541], [-3.015, 1.095, 0.443], [-2.211, 0.119, 1.684], [-1.467, -1.447, -0.293], [-2.109, -0.332, -1.387], [-0.955, 1.668, -0.365], [-0.032, 0.489, -1.423], [0.642, 1.255, 1.324], [1.326, -0.642, 0.624], [2.604, -1.336, -0.955], [3.054, 0.425, -1.108], [4.160, -0.720, -0.380]],
  "de_lowest_ev": 7.8725,
  "total_charge": -1,
  "orbital_gap_ev": 4.526,
  "largest_force_ha_per_bohr": 0.0978
}

{
  "formula": "C5H11OS",
  "method": "ωB97M-V/def2-TZVPD",
  "symbols": ["C", "C", "C", "C", "C", "O", "S", "H", "H", "H", "H", "H", "H", "H", "H", "H", "H", "H"],
  "xyz": [[-0.629, 1.298, 0.698], [-1.687, 0.486, -0.056], [0.258, 0.286, 1.397], [-0.962, -0.559, -0.839], [2.046, -0.694, -0.719], [0.414, -2.333, 0.585], [0.477, -0.989, 0.113], [-0.048, 1.894, -0.008], [-1.091, 1.979, 1.412], [-2.360, 0.003, 0.663], [-2.303, 1.122, -0.688], [1.222, 0.667, 1.716], [-0.245, -0.195, 2.235], [-1.487, -1.403, -1.253], [-0.654, 0.384, -2.651], [2.102, 0.347, -1.009], [2.117, -1.343, -1.585], [2.831, -0.948, -0.011]],
  "de_lowest_ev": 3.8652,
  "total_charge": 1,
  "orbital_gap_ev": [9.282, 9.315],
  "largest_force_ha_per_bohr": 0.0566
}

{
  "formula": "C5H12",
  "method": "ωB97M-V/def2-TZVPD",
  "symbols": ["C", "C", "C", "C", "C", "H", "H", "H", "H", "H", "H", "H", "H", "H", "H", "H", "H"],
  "xyz": [[-0.517, 1.452, -0.305], [-0.293, 0.098, 0.314], [1.440, -0.441, -0.913], [0.149, 0.056, 1.670], [-1.182, -1.018, -0.168], [-1.463, 1.832, 0.103], [-0.590, 1.406, -1.394], [0.274, 2.152, -0.023], [2.280, 0.264, -0.834], [0.995, -0.361, -1.909], [1.794, -1.469, -0.755], [0.973, -0.235, 0.550], [0.487, 0.967, 2.152], [-0.017, -0.837, 2.263], [-0.838, -1.985, 0.207], [-2.181, -0.832, 0.247], [-1.247, -1.055, -1.258]],
  "de_lowest_ev": 4.9004,
  "orbital_gap_ev": 7.836,
  "largest_force_ha_per_bohr": 0.0059
}

{
  "formula": "C5H12",
  "method": "ωB97M-V/def2-TZVPD",
  "symbols": ["C", "C", "C", "C", "C", "H", "H", "H", "H", "H", "H", "H", "H", "H", "H", "H", "H"],
  "xyz": [[0.272, 1.036, 1.775], [-0.534, 0.664, 0.513], [-0.060, -0.603, -0.158], [-1.036, -0.814, -1.326], [1.298, -0.413, -0.765], [-0.141, 1.939, 2.266], [1.356, 1.247, 1.477], [0.279, 0.167, 2.501], [-1.534, 0.373, 0.918], [-0.695, 1.548, -0.109], [0.000, -1.429, 0.611], [-0.814, -0.102, -2.203], [-2.149, -0.451, -1.089], [-1.201, -2.041, -1.666], [1.573, -1.214, -1.463], [1.268, 0.549, -1.231], [2.118, -0.456, -0.050]],
  "de_lowest_ev": 1.2758,
  "smiles": "CCC(C)C",
  "orbital_gap_ev": 12.071,
  "largest_force_ha_per_bohr": 0.0764
}

{
  "formula": "C5H12BIN2O3",
  "method": "ωB97M-V/def2-TZVPD",
  "symbols": ["C", "O", "C", "I", "B", "O", "O", "C", "N", "C", "C", "N", "H", "H", "H", "H", "H", "H", "H", "H", "H", "H", "H", "H"],
  "xyz": [[-1.241, 2.188, 1.353], [-0.104, 1.585, 0.641], [-0.069, 0.121, 0.770], [-2.015, -0.852, 0.993], [0.845, -0.365, 2.089], [1.887, -1.433, 2.015], [0.657, 0.247, 3.452], [0.588, -0.466, -0.642], [2.075, -0.061, -0.724], [-0.112, 0.129, -1.999], [-1.286, -0.806, -2.654], [-1.306, -2.175, -2.734], [-0.968, 3.341, 1.493], [-2.251, 2.195, 0.722], [-1.399, 1.777, 2.453], [1.487, -2.313, 1.751], [0.499, -0.529, 4.099], [0.532, -1.644, -0.538], [2.037, 0.971, -0.892], [2.558, -0.577, -1.492], [0.754, 0.195, -2.817], [-0.542, 1.214, -1.904], [-2.214, -0.236, -3.133], [-0.411, -2.507, -2.302]],
  "smiles": "[H]/N=C\\C[C@@H](N)[C@](I)(OC)B(O)O",
  "orbital_gap_ev": 9.389,
  "largest_force_ha_per_bohr": 0.1118
}

{
  "formula": "C5H12BrO4P",
  "method": "ωB97M-V/def2-TZVPD",
  "symbols": ["C", "C", "C", "C", "C", "O", "O", "O", "O", "P", "Br", "H", "H", "H", "H", "H", "H", "H", "H", "H", "H", "H", "H"],
  "xyz": [[0.375, -2.001, 2.695], [1.453, 2.031, -2.395], [-2.196, 0.647, -1.364], [-0.249, -0.984, 1.701], [0.846, -0.144, 1.015], [0.275, -0.631, -1.887], [-1.010, -1.456, 0.586], [1.287, 1.617, -1.032], [-1.072, 1.159, -0.599], [0.297, 0.352, -0.787], [1.208, 1.485, 1.961], [0.882, -2.724, 2.223], [1.177, -1.531, 3.392], [-0.512, -2.390, 3.400], [0.943, 3.048, -2.492], [1.250, 1.156, -2.962], [2.522, 2.436, -2.497], [-2.792, 0.219, -0.523], [-1.875, -0.189, -1.831], [-2.782, 1.302, -2.015], [-0.906, -0.338, 2.151], [1.728, -0.637, 0.840], [-0.850, -2.427, 0.422]],
  "de_lowest_ev": 0.0000,
  "smiles": "COP(=O)(OC)[C@@H](Br)[C@H](C)O",
  "orbital_gap_ev": 10.454,
  "largest_force_ha_per_bohr": 0.1126
}

Copy entry 7 word for word.
{
  "formula": "C5H12",
  "method": "ωB97M-V/def2-TZVPD",
  "symbols": ["C", "C", "C", "C", "C", "H", "H", "H", "H", "H", "H", "H", "H", "H", "H", "H", "H"],
  "xyz": [[-0.517, 1.452, -0.305], [-0.293, 0.098, 0.314], [1.440, -0.441, -0.913], [0.149, 0.056, 1.670], [-1.182, -1.018, -0.168], [-1.463, 1.832, 0.103], [-0.590, 1.406, -1.394], [0.274, 2.152, -0.023], [2.280, 0.264, -0.834], [0.995, -0.361, -1.909], [1.794, -1.469, -0.755], [0.973, -0.235, 0.550], [0.487, 0.967, 2.152], [-0.017, -0.837, 2.263], [-0.838, -1.985, 0.207], [-2.181, -0.832, 0.247], [-1.247, -1.055, -1.258]],
  "de_lowest_ev": 4.9004,
  "orbital_gap_ev": 7.836,
  "largest_force_ha_per_bohr": 0.0059
}

Please write out number 3 again, unchanged.
{
  "formula": "C5H11OPS",
  "method": "ωB97M-V/def2-TZVPD",
  "symbols": ["C", "C", "C", "C", "C", "O", "P", "S", "H", "H", "H", "H", "H", "H", "H", "H", "H", "H", "H"],
  "xyz": [[-0.432, -0.672, -1.302], [-0.791, -0.833, -2.738], [2.120, 0.682, 1.991], [-1.321, -1.978, -3.216], [0.682, 1.094, 2.264], [-2.056, 1.225, 1.940], [-0.690, 0.344, 1.322], [-0.726, 1.052, -0.656], [-1.171, -1.266, -0.677], [0.618, -1.031, -0.968], [-0.529, -0.143, -3.515], [2.810, 0.907, 2.894], [2.168, -0.406, 1.950], [2.535, 1.239, 1.250], [-1.492, -2.231, -4.279], [-1.614, -2.736, -2.521], [0.399, 2.204, 2.159], [0.518, 0.900, 3.275], [-2.473, 1.631, 1.248]],
  "de_lowest_ev": 2.1227,
  "smiles": "C=CCSP(O)CC",
  "orbital_gap_ev": 9.220,
  "largest_force_ha_per_bohr": 0.0937
}

Copy entry 4 word for word.
{
  "formula": "C5H11OS",
  "method": "ωB97M-V/def2-TZVPD",
  "symbols": ["C", "C", "C", "S", "H", "H", "H", "H", "H", "H", "H", "O", "C", "C", "H", "H", "H", "H"],
  "xyz": [[0.446, -1.505, -1.456], [0.953, -0.119, -1.813], [1.825, 0.517, -0.734], [1.031, 0.657, 0.908], [1.288, -2.185, -1.311], [-0.156, -1.902, -2.280], [-0.170, -1.455, -0.566], [1.517, -0.151, -2.753], [0.104, 0.548, -1.976], [2.126, 1.513, -1.064], [2.747, -0.060, -0.606], [-2.136, -0.700, 0.766], [-1.455, -0.181, 1.633], [-1.758, 1.211, 2.146], [-0.838, -0.811, 2.292], [-1.900, 1.895, 1.314], [-0.948, 1.588, 2.768], [-2.677, 1.138, 2.730]],
  "de_lowest_ev": 0.3477,
  "total_charge": -1,
  "orbital_gap_ev": 6.775,
  "largest_force_ha_per_bohr": 0.0157
}

Q: Which formula does entry 4 have?
A: C5H11OS